A) # C3H5N2O2

The ion C3H5N2O2 with charge +1 (ωB97M-V with the def2-TZVPD basis set, the OMol25 dataset).

Summary:
Spin multiplicity ... 1
Total charge ... +1

Each line ends with the natural charge from an NBO analysis.
Element x y z (Å)
C 1.32 -1.73 0.57  0.295
C 0.31 0.63 0.39  0.609
C -0.89 1.42 -0.15  0.358
N 1.19 -0.24 0.73  -0.585
N 0.25 -2.20 -0.06  -0.759
O 0.33 1.96 0.47  -0.365
O -0.99 1.46 -1.47  -0.626
H -1.76 1.35 0.57  0.235
H 2.01 0.15 1.17  0.451
H 0.38 -3.26 -0.12  0.467
H -0.52 -1.62 -0.35  0.402
H -1.64 2.08 -1.73  0.518

B) # C3H5N2O2

A cluster of 2 separate species, C3H5N2O2 in total (ωB97M-V with the def2-TZVPD basis set, the OMol25 dataset).

Summary:
Spin multiplicity ... 1
Total charge ... +1

Each line ends with the natural charge from an NBO analysis.
Element x y z (Å)
C 0.18 0.88 -0.12  0.613
C -0.37 -1.30 -0.46  -0.267
C -1.07 -0.73 0.79  -0.104
N 2.43 3.49 0.70  0.449
N 0.35 -0.11 -0.94  -0.592
O 1.84 2.92 -0.05  -0.035
O -0.57 0.64 0.87  -0.437
H 0.35 -2.09 -0.21  0.231
H -1.07 -1.67 -1.22  0.238
H -2.16 -0.67 0.70  0.228
H -0.80 -1.23 1.72  0.229
H 0.90 -0.14 -1.78  0.448

C) # C3H5N2O2

The ion C3H5N2O2 with charge +1 (ωB97M-V with the def2-TZVPD basis set, the OMol25 dataset).

Summary:
SMILES ... C/C(=C/[NH+]=O)N=O
Spin multiplicity ... 1
Total charge ... +1

Each line ends with the natural charge from an NBO analysis.
Element x y z (Å)
C -1.34 1.10 0.01  -0.549
C 0.00 0.30 0.08  0.123
C -0.05 -1.06 -0.21  -0.109
N 1.11 -1.67 -0.15  0.054
O 2.18 -1.12 0.10  -0.340
N 1.00 0.98 0.39  0.385
O 1.67 1.90 0.68  -0.020
H -1.85 0.73 0.82  0.250
H -1.78 0.86 -0.92  0.260
H -1.01 2.24 0.09  0.256
H -1.03 -1.66 -0.36  0.283
H 1.09 -2.60 -0.53  0.407

Which is most stable, and by how much? A), by 0.868 eV.

A) # C20H22N2O5S

An isolated molecule of C20H22N2O5S (ωB97M-V with the def2-TZVPD basis set, the OMol25 dataset).

Summary:
SMILES ... O=C(N[C@@H](Cc1ccccc1)C(=O)O)c1ccc(S(=O)(=O)N2CCCC2)cc1
Spin multiplicity ... 1

Each line ends with the natural charge from an NBO analysis.
Element x y z (Å)
O 2.89 -1.95 -1.38  -0.611
C 1.85 -1.32 -1.35  0.649
N 0.83 -1.61 -2.19  -0.610
C 0.96 -2.68 -3.16  -0.135
C 0.07 -2.38 -4.38  -0.443
C -1.35 -2.16 -3.95  0.067
C -2.18 -3.25 -3.67  -0.243
C -3.48 -3.05 -3.23  -0.194
C -3.96 -1.76 -3.06  -0.219
C -3.15 -0.68 -3.34  -0.189
C -1.85 -0.88 -3.78  -0.277
C 2.42 -2.74 -3.62  0.818
O 2.98 -1.85 -4.21  -0.601
O 2.95 -3.94 -3.42  -0.679
C 1.60 -0.21 -0.39  -0.049
C 2.37 -0.20 0.78  -0.173
C 2.20 0.80 1.71  -0.188
C 1.28 1.80 1.48  -0.309
S 1.02 3.06 2.73  2.316
O 0.20 4.09 2.16  -0.941
O 2.30 3.42 3.28  -0.933
N 0.16 2.15 3.85  -0.675
C 0.72 2.06 5.19  -0.239
C -0.27 2.75 6.14  -0.422
C -1.28 3.42 5.21  -0.417
C -1.24 2.51 3.99  -0.229
C 0.52 1.82 0.32  -0.184
C 0.69 0.81 -0.62  -0.213
H -0.06 -1.15 -2.13  0.416
H 0.70 -3.64 -2.71  0.211
H 0.46 -1.49 -4.88  0.237
H 0.14 -3.23 -5.07  0.228
H -1.81 -4.25 -3.81  0.213
H -4.11 -3.89 -3.02  0.216
H -4.97 -1.60 -2.72  0.217
H -3.52 0.33 -3.22  0.215
H -1.23 -0.03 -4.02  0.216
H 3.89 -3.95 -3.67  0.500
H 3.10 -0.98 0.92  0.242
H 2.79 0.84 2.62  0.236
H 1.70 2.54 5.18  0.240
H 0.85 1.00 5.44  0.195
H -0.76 2.01 6.77  0.204
H 0.23 3.47 6.79  0.221
H -0.94 4.41 4.92  0.213
H -2.27 3.50 5.65  0.217
H -1.58 2.99 3.07  0.237
H -1.82 1.59 4.15  0.192
H -0.17 2.63 0.17  0.242
H 0.12 0.85 -1.53  0.214

B) # C20H22N2O5S

An isolated molecule of C20H22N2O5S (ωB97M-V with the def2-TZVPD basis set, the OMol25 dataset).

Summary:
SMILES ... COc1ccc(/C=C(\NC(=O)c2cccs2)C(=O)N2CCOCC2)cc1OC
Spin multiplicity ... 1

Each line ends with the natural charge from an NBO analysis.
Element x y z (Å)
C -6.69 -0.36 0.53  -0.240
O -5.57 -0.98 -0.06  -0.495
C -4.40 -0.31 -0.23  0.249
C -3.43 -1.04 -0.92  -0.231
C -2.17 -0.53 -1.17  -0.235
C -1.83 0.74 -0.73  -0.074
C -0.52 1.34 -0.95  -0.247
C 0.67 0.73 -0.83  0.115
N 0.82 -0.60 -0.44  -0.618
C 2.01 -1.18 -0.13  0.662
O 3.06 -0.57 -0.08  -0.606
C 1.93 -2.61 0.17  -0.318
C 2.99 -3.41 0.51  -0.185
C 2.62 -4.75 0.73  -0.258
C 1.29 -4.96 0.56  -0.382
S 0.45 -3.53 0.13  0.433
C 1.94 1.44 -1.26  0.684
O 2.37 1.26 -2.38  -0.611
N 2.44 2.35 -0.40  -0.432
C 2.09 2.47 0.99  -0.243
C 3.26 1.99 1.86  -0.089
O 4.44 2.70 1.56  -0.527
C 4.79 2.50 0.20  -0.083
C 3.69 3.02 -0.72  -0.255
C -2.80 1.49 -0.06  -0.283
C -4.07 0.99 0.20  0.297
O -5.03 1.72 0.86  -0.521
C -4.74 3.04 1.25  -0.251
H -6.50 -0.09 1.57  0.183
H -7.48 -1.12 0.49  0.189
H -7.01 0.52 -0.03  0.181
H -3.71 -2.02 -1.27  0.227
H -1.48 -1.11 -1.77  0.215
H -0.51 2.39 -1.20  0.221
H -0.04 -1.13 -0.34  0.416
H 3.99 -3.03 0.58  0.246
H 3.31 -5.53 1.00  0.231
H 0.73 -5.87 0.67  0.241
H 1.19 1.88 1.21  0.222
H 1.89 3.53 1.21  0.195
H 3.05 2.17 2.92  0.189
H 3.41 0.91 1.69  0.191
H 5.72 3.05 0.05  0.193
H 4.95 1.43 0.01  0.185
H 3.93 2.80 -1.77  0.249
H 3.55 4.10 -0.58  0.193
H -2.54 2.48 0.26  0.217
H -3.92 3.08 1.97  0.177
H -4.50 3.67 0.39  0.178
H -5.65 3.41 1.72  0.201

Which is most stable, and by how much? A), by 1.820 eV.

A) # C5H15N3O

A structure of composition C5H15N3O (ωB97M-V with the def2-TZVPD basis set, the OMol25 dataset).

Summary:
Spin multiplicity ... 1

Each line ends with the natural charge from an NBO analysis.
Element x y z (Å)
C 1.60 0.10 0.52  0.091
C 0.95 1.31 0.89  -0.829
C 2.83 0.13 -0.34  -0.655
N 0.41 -0.95 -0.69  -0.758
H 1.59 -0.69 1.26  0.196
H 0.60 -0.72 -1.66  0.381
H 0.65 -1.94 -0.59  0.388
H 1.38 2.22 0.49  0.215
H 3.67 0.48 0.26  0.233
H -0.30 1.16 0.19  0.396
H 0.61 1.39 1.91  0.232
H 3.09 -0.85 -0.75  0.212
H 2.71 0.83 -1.17  0.213
C -1.44 -1.34 0.92  -0.685
N -1.26 0.72 -0.53  -0.488
C -1.15 -0.87 -0.51  0.599
N -2.56 1.12 -0.10  -0.659
O -1.80 -1.40 -1.46  -0.820
H -1.11 0.95 -1.51  0.361
H -3.24 0.67 -0.70  0.371
H -2.64 2.13 -0.20  0.353
H -0.89 -0.79 1.68  0.201
H -1.19 -2.40 0.98  0.215
H -2.51 -1.24 1.12  0.238

B) # C5H15N3O

A cluster of 2 separate species, C5H15N3O in total (ωB97M-V with the def2-TZVPD basis set, the OMol25 dataset).

Summary:
SMILES ... C[C@H]1OC1(N)N.CNC
Spin multiplicity ... 1

Each line ends with the natural charge from an NBO analysis.
Element x y z (Å)
C 1.50 -1.91 -0.94  -0.646
C 1.23 -0.44 -1.12  0.043
O 0.32 0.18 -0.06  -0.663
C 1.91 0.57 -0.34  0.522
N 2.04 1.86 -0.87  -0.807
N 2.92 0.25 0.57  -0.805
H 1.46 -2.20 0.11  0.221
H 0.74 -2.49 -1.46  0.233
H 2.47 -2.18 -1.34  0.223
H 0.87 -0.14 -2.10  0.197
H 1.19 2.17 -1.32  0.389
H 2.35 2.56 -0.20  0.373
H 2.96 0.87 1.37  0.381
H 2.91 -0.72 0.85  0.388
C -2.48 1.31 1.04  -0.409
N -1.99 -0.04 1.14  -0.675
C -2.77 -0.96 0.34  -0.411
H -2.49 1.70 0.01  0.145
H -3.50 1.38 1.43  0.178
H -1.85 1.97 1.65  0.188
H -0.84 -0.09 0.83  0.422
H -2.42 -1.98 0.52  0.188
H -2.72 -0.74 -0.74  0.144
H -3.83 -0.91 0.64  0.180

Which is most stable, and by how much? B), by 1.486 eV.

A) # C4H2OS

A cluster of 2 separate species, C4H2OS in total (ωB97M-V with the def2-TZVPD basis set, the OMol25 dataset).

Summary:
Spin multiplicity ... 1

Each line ends with the natural charge from an NBO analysis.
Element x y z (Å)
C -0.89 2.02 -0.05  -0.162
C 2.46 -1.34 -0.01  -0.452
C -1.21 0.84 -0.10  -0.369
C 1.29 -1.34 -0.25  0.106
O -2.69 -1.16 0.76  -0.770
S -1.92 -0.81 -0.39  1.133
H -0.57 3.12 0.09  0.272
H 3.53 -1.34 -0.05  0.244

B) # C4H2OS

An isolated molecule of C4H2OS (ωB97M-V with the def2-TZVPD basis set, the OMol25 dataset).

Summary:
SMILES ... C#CSC=C=O
Spin multiplicity ... 1

Each line ends with the natural charge from an NBO analysis.
Element x y z (Å)
C -1.75 1.45 0.60  -0.202
C -0.87 1.20 -0.19  -0.278
S 0.29 0.87 -1.37  0.389
C 0.95 -0.71 -0.71  -0.702
C 1.16 -1.27 0.45  0.712
O 1.37 -1.92 1.40  -0.434
H -2.44 1.68 1.36  0.238
H 1.30 -1.30 -1.55  0.277

Which is most stable, and by how much? B), by 5.743 eV.